Below is C72H54I4N7OY as an isolated structure, with properties calculated with wB97M-V/def2-TZVPD.

Structure (ORCA input):
```
! RIJCOSX wB97M-V def2-TZVPD def2/J DEFGRID3
* xyz -2 1
Y 0.114 -0.113 0.093
I -5.838 7.966 2.544
C -4.665 6.271 2.071
C -3.542 6.420 1.278
C -2.784 5.299 0.962
C -3.136 4.039 1.434
C -4.274 3.924 2.233
C -5.043 5.031 2.557
C -2.336 2.813 1.151
C -1.164 2.647 1.896
C -0.582 3.676 2.726
C 0.407 3.086 3.432
C 0.374 1.682 3.082
C 0.992 0.652 3.807
C 1.882 0.972 4.945
C 3.154 0.390 5.003
C 4.050 0.698 6.013
C 3.670 1.597 6.994
I 5.025 2.091 8.540
C 2.412 2.170 6.991
C 1.527 1.851 5.971
C 0.767 -0.713 3.546
N 0.197 -1.240 2.435
C -0.007 -2.562 2.696
C -0.619 -3.500 1.846
C -0.667 -4.908 2.310
C -1.903 -5.551 2.437
C -2.002 -6.837 2.944
C -0.848 -7.496 3.328
I -0.998 -9.429 4.172
C 0.395 -6.905 3.185
C 0.478 -5.619 2.674
C -1.301 -3.211 0.656
C -1.777 -4.223 -0.262
C -2.501 -3.580 -1.203
C -2.489 -2.177 -0.844
N -1.688 -1.979 0.239
C -3.277 -1.172 -1.430
C -3.262 0.160 -0.979
C -4.330 1.102 -1.264
C -4.103 2.177 -0.482
C -2.888 1.895 0.257
N -2.397 0.676 -0.079
C -4.241 -1.526 -2.492
C -5.105 -2.621 -2.380
C -5.968 -2.978 -3.404
C -5.997 -2.219 -4.559
I -7.296 -2.766 -6.133
C -5.190 -1.102 -4.694
C -4.328 -0.765 -3.665
C 0.452 -2.877 4.032
C 0.954 -1.733 4.551
N -0.512 1.469 2.073
H -3.257 7.395 0.908
H -1.912 5.407 0.328
H -4.552 2.946 2.606
H -5.919 4.923 3.182
H -0.881 4.712 2.748
H 1.100 3.559 4.107
H 3.454 -0.300 4.224
H 5.037 0.257 6.022
H 2.119 2.857 7.773
H 0.531 2.271 5.986
H -2.801 -5.017 2.155
H -2.972 -7.306 3.049
H 1.292 -7.440 3.469
H 1.446 -5.157 2.535
H -1.542 -5.275 -0.224
H -2.969 -4.019 -2.069
H -5.163 0.944 -1.930
H -4.682 3.084 -0.412
H -5.115 -3.192 -1.461
H -6.618 -3.836 -3.292
H -5.225 -0.502 -5.594
H -3.687 0.101 -3.777
H 0.365 -3.825 4.535
H 1.339 -1.572 5.545
C -0.846 -0.770 -3.562
N -0.095 -1.281 -2.449
C 0.232 -2.519 -2.417
C 0.993 -3.044 -1.339
C 1.598 -4.301 -1.226
C 2.330 -4.269 -0.041
C 2.122 -2.996 0.504
N 1.317 -2.253 -0.262
C -0.034 -0.338 -4.764
C -0.659 0.428 -5.748
C 0.034 0.850 -6.870
C 1.373 0.514 -7.031
C 1.999 -0.251 -6.059
C 1.300 -0.678 -4.939
H -1.377 0.112 -3.192
H -1.586 -1.502 -3.920
H -0.034 -3.215 -3.225
H 1.515 -5.116 -1.933
H 2.945 -5.058 0.369
H 2.548 -2.590 1.413
H -1.701 0.706 -5.626
H -0.467 1.448 -7.623
H 1.921 0.856 -7.900
H 3.045 -0.516 -6.166
H 1.802 -1.263 -4.181
C -1.078 3.177 -2.601
C 0.213 2.670 -1.922
C 1.329 2.626 -2.984
C 0.619 3.695 -0.847
O 0.003 1.413 -1.404
H -0.940 4.176 -3.027
H -1.886 3.207 -1.868
H -1.364 2.488 -3.403
H 1.508 3.617 -3.413
H 2.248 2.260 -2.522
H 1.051 1.940 -3.787
H 0.854 4.665 -1.295
H 1.494 3.336 -0.307
H -0.197 3.822 -0.135
C 5.265 -1.897 -2.288
C 5.753 -1.251 -1.160
C 4.954 -0.379 -0.441
C 3.609 -0.134 -0.809
C 3.169 -0.731 -2.002
C 3.970 -1.612 -2.706
N 2.771 0.621 -0.008
C 3.398 1.729 0.527
C 4.147 2.615 -0.283
C 4.724 3.758 0.235
C 4.615 4.066 1.589
C 3.925 3.186 2.410
C 3.337 2.046 1.889
H 5.879 -2.609 -2.828
H 6.768 -1.437 -0.822
H 5.343 0.099 0.450
H 2.179 -0.468 -2.346
H 3.584 -2.102 -3.595
H 4.245 2.382 -1.337
H 5.265 4.427 -0.427
H 5.074 4.961 1.993
H 3.860 3.381 3.478
H 2.857 1.335 2.531
*
```

## Properties
- strongest force on any atom (Eh/bohr) = 0.012
- calculated total energy (eV) = -121471.82583